1.
The following is a DFT calculation (the ωB97M-V functional and the def2-TZVPD basis) of an isolated molecule of C2H3ClO2S.

Output
ΔE to the lowest compared entry with this formula, charge and spin	3.9191	eV
gap between HOMO and LUMO (spin up / spin down)	7.866 / 7.514	eV
electronic energy	-29569.4895	eV
multiplicity	3
expectation value of S²	2.01
E_HOMO (spin up / spin down)	-7.344 / -11.445	eV

Element x y z (Å)
1 C 0.234 -0.145 0.434
2 C -0.704 -0.071 -0.526
3 O -2.269 -0.959 1.347
4 O -3.010 -1.324 -0.986
5 S -2.336 -0.528 0.001
6 Cl -3.326 1.252 0.021
7 H 1.250 0.049 0.175
8 H 0.186 -0.531 1.370
9 H -0.530 0.369 -1.518


2.
The following is a DFT calculation (the ωB97M-V functional and the def2-TZVPD basis) of a structure of composition C32H60O9SSi2.

Output
gap between HOMO and LUMO	8.981	eV
electronic energy	-79176.5537	eV
multiplicity	1
E_HOMO	-8.557	eV

Element x y z (Å)
1 C 5.710 -2.580 -0.886
2 C 6.666 -2.403 0.034
3 Si 8.352 -1.784 -0.574
4 S 9.244 -3.191 -1.920
5 O 8.256 -0.212 -1.142
6 Si 7.937 0.011 -2.787
7 C 6.513 1.236 -3.059
8 C 6.700 2.420 -2.081
9 O 5.609 3.323 -2.024
10 C 4.498 2.776 -1.341
11 C 4.754 2.515 0.158
12 O 3.567 2.429 0.950
13 C 2.602 1.588 0.432
14 C 1.288 1.967 0.362
15 C 0.294 1.117 -0.118
16 C 0.631 -0.137 -0.585
17 C -0.377 -1.162 -1.130
18 C 0.188 -1.983 -2.328
19 C -0.521 -2.225 0.026
20 C -1.803 -0.616 -1.354
21 C -2.065 0.459 -2.462
22 C -3.063 -0.176 -3.486
23 C -2.847 1.663 -1.830
24 C -0.861 0.957 -3.289
25 C 1.973 -0.523 -0.521
26 C 2.948 0.297 -0.007
27 H 5.986 -2.727 -1.934
28 H 4.655 -2.557 -0.597
29 H 6.509 -2.581 1.102
30 H 9.226 -1.768 0.613
31 H 8.208 -3.550 -2.709
32 H 7.594 -1.230 -3.503
33 H 9.180 0.541 -3.391
34 H 5.597 0.651 -2.889
35 H 6.605 1.544 -4.111
36 H 7.010 2.022 -1.102
37 H 7.556 3.004 -2.453
38 H 3.629 3.439 -1.458
39 H 4.218 1.825 -1.823
40 H 5.379 3.317 0.573
41 H 5.333 1.586 0.301
42 H 1.016 2.961 0.726
43 H -0.738 1.458 -0.136
44 H 0.901 -2.733 -1.949
45 H 0.777 -1.355 -3.010
46 H -0.602 -2.544 -2.843
47 H -0.922 -1.776 0.943
48 H -1.167 -3.023 -0.368
49 H 0.460 -2.679 0.234
50 H -2.131 -0.202 -0.386
51 H -2.454 -1.490 -1.522
52 H -3.917 -0.583 -2.925
53 H -3.390 0.579 -4.213
54 H -2.570 -1.010 -4.012
55 H -2.673 2.598 -2.379
56 H -2.656 1.766 -0.755
57 H -3.920 1.428 -1.926
58 H -0.063 1.443 -2.719
59 H -0.499 0.144 -3.932
60 H -1.247 1.719 -3.990
61 H 2.276 -1.506 -0.882
62 H 3.993 0.003 0.085
63 O -4.874 -1.271 1.475
64 C -4.798 -0.242 2.094
65 O -3.901 0.684 1.722
66 C -3.847 2.014 2.249
67 C -3.029 2.069 3.524
68 C -5.624 -0.008 3.335
69 H -4.850 2.425 2.378
70 H -3.362 2.617 1.482
71 H -3.475 1.466 4.315
72 H -2.945 3.097 3.880
73 H -2.028 1.673 3.352
74 H -5.109 -0.442 4.191
75 H -6.584 -0.506 3.206
76 H -5.840 1.040 3.529
77 O -1.187 0.173 5.388
78 C -0.015 0.437 5.336
79 O 0.497 0.948 4.204
80 C 1.824 1.480 4.093
81 C 2.838 0.399 3.786
82 C 0.912 0.120 6.485
83 H 2.088 2.058 4.981
84 H 1.789 2.185 3.264
85 H 2.900 -0.340 4.587
86 H 3.828 0.834 3.642
87 H 2.554 -0.137 2.879
88 H 1.245 -0.913 6.398
89 H 0.357 0.240 7.413
90 H 1.774 0.780 6.549
91 O -8.564 -1.195 -4.038
92 C -8.558 -1.568 -2.897
93 O -8.055 -0.769 -1.939
94 C -8.176 -1.030 -0.537
95 C -7.069 -1.936 -0.040
96 C -9.020 -2.958 -2.523
97 H -9.170 -1.415 -0.297
98 H -8.096 -0.059 -0.048
99 H -7.111 -2.917 -0.518
100 H -7.139 -2.075 1.036
101 H -6.100 -1.511 -0.275
102 H -8.192 -3.653 -2.649
103 H -9.828 -3.239 -3.196
104 H -9.414 -3.034 -1.512


3.
The following is a DFT calculation (the ωB97M-V functional and the def2-TZVPD basis) of a cluster of 12 separate species, C39H105N3O12 in total.

Output
ΔE to the lowest compared entry with this formula, charge and spin	3.4700	eV
gap between HOMO and LUMO	9.687	eV
electronic energy	-71182.5907	eV
multiplicity	1
SMILES	COC[C@H](C)N.COC[C@H](C)N.COC[C@H](C)N.CC(C)O.CC(C)O.CC(C)O.CC(C)O.CC(C)O.CC(C)O.CC(C)O.CC(C)O.CC(C)O
E_HOMO	-9.148	eV

Element x y z (Å)
1 C 3.802 -0.654 1.383
2 O 3.681 0.618 0.744
3 C 3.652 1.660 1.713
4 C 2.269 2.036 2.238
5 C 1.650 3.179 1.321
6 N 2.525 2.415 3.619
7 H 3.919 -1.313 0.537
8 H 2.935 -0.916 2.045
9 H 4.774 -0.770 1.860
10 H 4.279 1.292 2.587
11 H 4.191 2.490 1.224
12 H 1.534 1.201 2.234
13 H 0.576 3.216 1.383
14 H 1.788 3.001 0.253
15 H 1.936 4.171 1.681
16 H 1.836 3.093 3.974
17 H 3.400 2.916 3.659
18 C -0.312 6.184 3.625
19 O -1.091 5.142 3.047
20 C -1.913 4.356 3.833
21 C -1.556 2.897 3.621
22 C -2.020 2.438 2.262
23 N -2.170 2.096 4.700
24 H 0.591 6.375 3.034
25 H 0.032 5.851 4.627
26 H -0.925 7.106 3.843
27 H -1.896 4.637 4.878
28 H -2.946 4.604 3.462
29 H -0.463 2.852 3.678
30 H -1.642 3.057 1.484
31 H -3.115 2.522 2.165
32 H -1.793 1.415 2.037
33 H -2.013 1.099 4.471
34 H -1.718 2.208 5.594
35 C 3.586 -6.903 -1.534
36 O 2.520 -6.012 -1.746
37 C 2.863 -4.715 -2.232
38 C 1.697 -3.845 -2.556
39 C 0.692 -4.557 -3.531
40 N 2.176 -2.611 -3.198
41 H 3.115 -7.797 -1.177
42 H 4.384 -6.520 -0.787
43 H 4.094 -7.153 -2.432
44 H 3.449 -4.122 -1.560
45 H 3.478 -4.793 -3.097
46 H 1.142 -3.565 -1.657
47 H 1.125 -4.637 -4.557
48 H -0.246 -4.015 -3.520
49 H 0.431 -5.583 -3.124
50 H 2.947 -2.712 -3.836
51 H 2.478 -1.942 -2.501
52 C 0.561 -0.298 5.249
53 C 1.898 -0.979 4.996
54 C 2.608 -1.689 6.108
55 O 1.805 -1.808 3.794
56 H -0.217 -0.905 5.737
57 H 0.205 -0.049 4.263
58 H 0.726 0.598 5.849
59 H 2.644 -0.213 4.767
60 H 2.926 -1.067 6.927
61 H 3.486 -2.137 5.667
62 H 2.091 -2.503 6.600
63 H 1.120 -2.446 3.990
64 C 5.062 0.416 -3.189
65 C 4.056 1.567 -3.189
66 C 4.552 2.863 -2.598
67 O 3.535 1.699 -4.524
68 H 4.677 -0.529 -3.575
69 H 5.417 0.294 -2.151
70 H 5.963 0.707 -3.782
71 H 3.164 1.268 -2.598
72 H 3.654 3.577 -2.445
73 H 5.336 3.271 -3.265
74 H 4.988 2.753 -1.569
75 H 2.945 0.911 -4.647
76 C -3.899 -3.036 -0.383
77 C -3.842 -2.866 -1.873
78 C -5.181 -2.568 -2.636
79 O -2.827 -1.847 -2.100
80 H -2.885 -3.305 -0.074
81 H -4.506 -3.969 -0.160
82 H -4.200 -2.089 0.076
83 H -3.464 -3.820 -2.360
84 H -6.032 -3.232 -2.305
85 H -5.075 -2.781 -3.683
86 H -5.548 -1.530 -2.485
87 H -2.667 -1.940 -3.054
88 C -4.644 3.470 -0.100
89 C -3.814 2.434 -0.789
90 C -4.664 1.447 -1.576
91 O -2.913 3.146 -1.640
92 H -5.349 3.891 -0.733
93 H -4.027 4.267 0.351
94 H -5.244 3.029 0.706
95 H -3.284 1.877 0.042
96 H -3.993 0.825 -2.175
97 H -5.364 1.898 -2.215
98 H -5.226 0.789 -0.874
99 H -2.220 2.525 -1.911
100 C 1.178 4.908 -4.071
101 C 0.677 4.002 -2.872
102 C 0.384 4.798 -1.584
103 O -0.500 3.392 -3.275
104 H 1.446 4.336 -4.978
105 H 2.063 5.486 -3.811
106 H 0.279 5.455 -4.354
107 H 1.414 3.217 -2.693
108 H 1.234 5.394 -1.224
109 H 0.136 4.095 -0.790
110 H -0.474 5.488 -1.789
111 H -1.230 4.017 -3.290
112 C 0.025 -0.929 0.803
113 C 0.373 -0.611 -0.686
114 C -0.380 0.576 -1.198
115 O 1.774 -0.550 -0.942
116 H 0.389 -0.174 1.478
117 H 0.511 -1.883 1.099
118 H -1.030 -1.217 0.930
119 H 0.061 -1.507 -1.265
120 H -1.438 0.511 -1.004
121 H -0.067 0.815 -2.237
122 H -0.120 1.498 -0.660
123 H 2.274 0.026 -0.391
124 C 0.691 0.389 -7.027
125 C 0.381 0.235 -5.482
126 C -0.870 -0.598 -5.250
127 O 1.592 -0.372 -4.864
128 H 1.477 1.141 -7.122
129 H -0.195 0.828 -7.556
130 H 0.823 -0.537 -7.562
131 H 0.305 1.242 -5.014
132 H -1.197 -0.787 -4.220
133 H -0.687 -1.497 -5.808
134 H -1.739 -0.040 -5.733
135 H 1.331 -1.064 -4.259
136 C -3.778 -0.873 2.910
137 C -5.044 -0.195 3.401
138 C -5.641 -0.755 4.645
139 O -4.788 1.135 3.637
140 H -2.932 -0.714 3.631
141 H -3.614 -0.528 1.914
142 H -3.912 -1.967 2.971
143 H -5.817 -0.194 2.576
144 H -6.376 -0.006 5.087
145 H -4.867 -0.890 5.418
146 H -6.198 -1.725 4.580
147 H -3.970 1.340 4.057
148 C -0.349 -4.317 1.113
149 C 0.787 -5.210 1.719
150 C 2.117 -4.600 1.580
151 O 0.503 -5.437 3.109
152 H -0.638 -3.532 1.772
153 H -1.195 -4.896 0.976
154 H -0.018 -3.876 0.161
155 H 0.682 -6.155 1.173
156 H 2.340 -4.400 0.547
157 H 2.853 -5.243 2.004
158 H 2.046 -3.669 2.181
159 H 0.857 -6.278 3.300